(P)
The following is a DFT calculation (wB97M-V/def2-TZVPD) of C5H7NO2 as an isolated structure.

Computed properties:
HOMO level, eV: -9.09

```
! wB97M-V def2-TZVPD RIJCOSX def2/J DEFGRID3
* xyz 0 1
C 1.40 1.54 0.94
C 0.50 0.44 0.43
C 0.13 -0.64 -0.31
C 0.26 -1.96 -0.62
C -0.71 0.39 -0.50
H 1.98 2.29 -0.04
H 0.87 2.42 1.73
H 2.05 0.85 1.50
H 0.70 -2.15 -1.71
H -0.60 -2.59 -0.70
H 1.03 -2.52 0.10
H -0.74 1.17 -1.18
N -2.05 0.24 -0.05
O -1.99 -0.54 0.91
O -2.82 1.05 -0.49
*
```

The molecule's Löwdin atomic charges, reported in e, are given here: -0.08 -0.05 -0.27 -0.05 -0.21 0.18 0.15 0.04 0.14 0.07 0.14 0.13 -0.35 0.07 0.10


(Q)
The following is a DFT calculation (wB97M-V/def2-TZVPD) of C5H7NO2 in the gas phase.

Computed properties:
HOMO level, eV: -9.54
SMILES: C=C[C@H]1CN(O)C1=O

```
! wB97M-V def2-TZVPD RIJCOSX def2/J DEFGRID3
* xyz 0 1
C -0.93 -2.16 1.36
C -0.10 -1.13 1.15
C -0.30 -0.25 -0.06
C -0.17 1.27 0.18
N 0.49 1.33 -1.11
O 1.44 2.27 -1.46
C 0.71 -0.02 -1.23
O 1.38 -0.66 -2.01
H -0.78 -2.81 2.27
H -1.80 -2.32 0.66
H 0.75 -0.99 1.83
H -1.28 -0.49 -0.51
H -1.07 1.88 0.21
H 0.48 1.50 1.05
H 1.18 2.56 -2.33
*
```

The molecule's Löwdin atomic charges, reported in e, are given here: 0.00 -0.15 -0.18 -0.08 -0.13 0.05 -0.38 0.11 0.08 0.08 0.11 0.15 0.12 0.13 0.11


Last place for stability: (P)


(P)
The following is a DFT calculation (wB97M-V/def2-TZVPD) of C5H7NO2 in the gas phase.

Computed properties:
HOMO level (spin up / spin down), eV: -7.63 / -7.63

```
! wB97M-V def2-TZVPD RIJCOSX def2/J DEFGRID3
* xyz 0 1
C 0.30 -1.17 -0.48
C -1.33 0.02 0.14
C 2.64 -0.08 -0.33
C 1.19 -0.07 -0.14
C -2.78 -0.15 0.26
N 0.55 1.20 -0.36
O -0.82 1.19 0.00
O 2.11 -0.07 0.97
H 0.32 -2.01 0.19
H 3.12 -1.00 -0.64
H 3.14 0.83 -0.64
H -3.01 -0.62 1.22
H -3.11 -0.84 -0.52
H -3.31 0.80 0.18
H 0.99 1.96 0.15
*
```

The molecule's Löwdin atomic charges, reported in e, are given here: 0.13 -0.11 -0.10 -0.60 -0.04 0.09 0.00 -0.03 0.02 0.12 0.11 0.09 0.10 0.09 0.15


(Q)
The following is a DFT calculation (wB97M-V/def2-TZVPD) of C5H7NO2 in the gas phase.

Computed properties:
HOMO level, eV: -8.78
SMILES: CC(=O)C(=O)/C=C/N

```
! wB97M-V def2-TZVPD RIJCOSX def2/J DEFGRID3
* xyz 0 1
C -0.29 -2.54 1.03
C -0.27 -1.06 0.81
O -0.52 -0.26 1.70
C 0.06 -0.59 -0.64
O 0.23 -1.48 -1.45
C 0.26 0.81 -1.00
C 0.11 1.84 -0.17
N 0.38 3.14 -0.45
H -1.09 -3.01 0.39
H 0.66 -2.95 0.68
H -0.42 -2.71 2.11
H 0.65 0.98 -2.03
H -0.26 1.65 0.85
H 0.65 3.45 -1.37
H 0.15 3.86 0.24
*
```

The molecule's Löwdin atomic charges, reported in e, are given here: -0.02 -0.35 0.07 -0.35 0.06 -0.04 -0.19 0.08 0.11 0.09 0.09 0.12 0.12 0.10 0.11


(R)
The following is a DFT calculation (wB97M-V/def2-TZVPD) of a 2-piece molecular cluster, C5H7NO2 overall.

Computed properties:
HOMO level, eV: -8.36
SMILES: C#[N+][O-].CC(C)=C=O

```
! wB97M-V def2-TZVPD RIJCOSX def2/J DEFGRID3
* xyz 0 1
C 3.05 2.36 -1.42
N 2.91 2.06 -0.36
O 2.61 1.71 0.70
H 3.26 2.34 -2.44
C -0.18 -0.31 -0.94
C -0.50 0.31 0.39
C -0.65 -0.64 1.56
C -0.83 1.55 0.23
O -1.11 2.68 -0.02
H 0.68 -0.93 -0.74
H 0.05 0.55 -1.60
H -1.08 -0.73 -1.32
H 0.10 -1.41 1.50
H -1.63 -1.15 1.58
H -0.42 -0.08 2.57
*
```

The molecule's Löwdin atomic charges, reported in e, are given here: 0.14 -0.25 0.06 0.06 -0.05 -0.36 -0.06 -0.18 0.13 0.09 0.09 0.08 0.06 0.08 0.12


Last place for stability: (P)


(P)
The following is a DFT calculation (wB97M-V/def2-TZVPD) of C5H7NO2 in the gas phase.

Computed properties:
HOMO level, eV: -9.30
SMILES: O=C[C@H]1OC[C@H]2N[C@@H]21

```
! wB97M-V def2-TZVPD RIJCOSX def2/J DEFGRID3
* xyz 0 1
O -3.34 -0.34 -0.22
C -2.08 -0.28 0.25
C -0.95 0.01 -0.60
O -0.48 1.36 -0.15
C 1.02 1.24 0.17
C 1.38 -0.04 -0.41
N 1.51 -1.54 -0.25
C 0.05 -0.93 0.13
H -1.68 -0.29 1.32
H -0.92 -0.21 -1.63
H 1.33 2.11 -0.17
H 1.36 1.31 1.10
H 1.04 0.22 -1.44
H 1.85 -1.55 0.73
H -0.09 -1.06 1.17
*
```

The molecule's Löwdin atomic charges, reported in e, are given here: -0.02 -0.14 -0.27 -0.08 -0.12 -0.18 0.11 -0.08 0.15 0.15 0.07 0.08 0.13 0.10 0.09


(Q)
The following is a DFT calculation (wB97M-V/def2-TZVPD) of C5H7NO2 as an isolated structure.

Computed properties:
HOMO level, eV: -9.54

```
! wB97M-V def2-TZVPD RIJCOSX def2/J DEFGRID3
* xyz 0 1
C 0.63 -0.11 -0.96
C 0.10 1.02 -0.05
C 0.00 0.61 1.36
C -0.57 -0.85 1.16
C -0.68 -0.71 -0.36
H 1.91 -1.47 -0.82
H 0.46 -0.04 -2.05
H 0.30 2.06 -0.31
H -0.56 1.35 1.99
H 1.01 0.42 1.86
H -1.17 -1.55 -0.76
H -1.12 0.77 -1.70
N -1.23 0.76 -0.60
O 1.92 -0.51 -0.56
O -1.01 -1.77 1.81
*
```

The molecule's Löwdin atomic charges, reported in e, are given here: -0.28 -0.35 -0.05 -0.30 -0.16 0.13 0.15 0.15 0.14 0.15 0.12 0.14 0.06 -0.01 0.11


(R)
The following is a DFT calculation (wB97M-V/def2-TZVPD) of C5H7NO2 in the gas phase.

Computed properties:
HOMO level, eV: -9.50
SMILES: O=C1CNCC(=O)C1

```
! wB97M-V def2-TZVPD RIJCOSX def2/J DEFGRID3
* xyz 0 1
O -2.44 -1.18 -0.17
C -1.17 -0.69 -0.18
C -1.11 0.75 -0.30
N -0.13 1.49 0.21
C 1.20 0.86 -0.05
C 1.31 -0.71 0.02
O 2.33 -1.25 -0.34
C 0.02 -1.46 0.32
H -2.04 1.00 0.10
H -1.18 1.22 -1.35
H -0.20 1.59 1.14
H 1.55 1.29 -1.16
H 1.97 1.53 0.52
H -0.23 -1.92 1.41
H 0.13 -2.51 -0.16
*
```

The molecule's Löwdin atomic charges, reported in e, are given here: -0.03 -0.26 -0.28 -0.07 -0.10 -0.37 0.09 -0.04 0.13 0.18 0.07 0.17 0.15 0.19 0.16


(S)
The following is a DFT calculation (wB97M-V/def2-TZVPD) of C5H7NO2 as an isolated structure.

Computed properties:
HOMO level (spin up / spin down), eV: -7.07 / -7.07

```
! wB97M-V def2-TZVPD RIJCOSX def2/J DEFGRID3
* xyz 0 1
C -1.81 -1.39 0.34
C -0.06 -0.46 -0.71
C -1.52 0.75 0.01
C 1.92 0.29 0.57
C 1.39 -0.20 -0.78
N -2.31 -0.16 0.45
O -0.62 -1.53 -0.23
O -1.67 2.03 -0.23
H -2.34 -2.26 0.65
H 2.97 0.55 0.50
H 1.80 -0.50 1.32
H 1.37 1.16 0.90
H 1.90 -1.12 -1.07
H 1.58 0.55 -1.55
H -2.60 2.30 -0.16
*
```

The molecule's Löwdin atomic charges, reported in e, are given here: -0.20 -0.08 -0.25 -0.10 -0.23 0.09 0.02 0.08 0.12 0.07 0.08 0.07 0.12 0.11 0.12


Last place for stability: (P)


(P)
The following is a DFT calculation (wB97M-V/def2-TZVPD) of a 2-piece molecular cluster, C3H7NO2 overall.

Computed properties:
HOMO level, eV: -10.02
SMILES: CC=O.NC=O

```
! wB97M-V def2-TZVPD RIJCOSX def2/J DEFGRID3
* xyz 0 1
C -2.34 -1.27 -1.67
C -1.67 -0.02 -1.29
O -2.00 1.06 -1.76
H -3.24 -1.45 -1.02
H -1.63 -2.03 -1.62
H -2.71 -1.32 -2.69
H -0.87 -0.19 -0.63
N 1.67 1.20 1.65
C 2.49 0.05 1.66
O 1.96 -0.98 1.45
H 2.00 2.08 1.59
H 0.74 1.00 1.25
H 3.52 0.36 1.88
*
```

The molecule's Löwdin atomic charges, reported in e, are given here: -0.06 -0.31 0.03 0.11 0.05 0.09 0.09 0.11 -0.40 0.04 0.02 0.10 0.13


(Q)
The following is a DFT calculation (wB97M-V/def2-TZVPD) of C3H7NO2 as an isolated structure.

Computed properties:
HOMO level, eV: -9.19

```
! wB97M-V def2-TZVPD RIJCOSX def2/J DEFGRID3
* xyz 0 1
C 0.12 -2.20 0.51
N 0.41 -0.83 0.88
C 0.14 0.24 0.19
O 0.57 1.26 0.85
O -0.46 0.29 -0.98
C -0.64 1.61 -1.51
H -0.55 -2.67 1.24
H 1.05 -2.79 0.48
H -0.35 -2.24 -0.48
H 0.85 0.24 1.57
H -1.22 2.23 -0.82
H -1.17 1.49 -2.45
H 0.34 2.08 -1.68
*
```

The molecule's Löwdin atomic charges, reported in e, are given here: -0.10 -0.02 -0.62 0.01 0.00 -0.04 0.08 0.08 0.08 0.23 0.10 0.09 0.10


(R)
The following is a DFT calculation (wB97M-V/def2-TZVPD) of C3H7NO2 in the gas phase.

Computed properties:
HOMO level, eV: -10.07
SMILES: NC(=O)CCO

```
! wB97M-V def2-TZVPD RIJCOSX def2/J DEFGRID3
* xyz 0 1
N 1.70 0.40 -0.31
C 0.99 -0.78 -0.23
O 1.60 -1.81 -0.02
C -0.53 -0.78 -0.33
C -1.25 0.52 -0.06
O -0.99 1.04 1.23
H 2.68 0.15 -0.33
H 1.41 1.23 -0.81
H -0.84 -1.55 0.39
H -0.78 -1.16 -1.33
H -1.03 1.27 -0.84
H -2.33 0.35 -0.09
H -0.03 1.18 1.30
*
```

The molecule's Löwdin atomic charges, reported in e, are given here: 0.15 -0.54 0.05 -0.10 -0.28 -0.06 0.11 0.10 0.13 0.13 0.11 0.12 0.07


(S)
The following is a DFT calculation (wB97M-V/def2-TZVPD) of C3H7NO2 in the gas phase.

Computed properties:
HOMO level, eV: -9.15
SMILES: CNCC(=O)O

```
! wB97M-V def2-TZVPD RIJCOSX def2/J DEFGRID3
* xyz 0 1
C 1.97 0.38 0.64
N 1.49 -0.40 -0.49
C 0.19 -0.95 -0.26
C -0.92 0.09 -0.09
O -0.86 1.25 -0.45
O -2.04 -0.43 0.48
H 2.17 -0.30 1.48
H 1.27 1.18 0.95
H 2.91 0.94 0.39
H 1.51 0.15 -1.39
H 0.19 -1.59 0.63
H -0.07 -1.57 -1.15
H -2.66 0.32 0.57
*
```

The molecule's Löwdin atomic charges, reported in e, are given here: -0.14 -0.14 -0.17 -0.50 0.08 0.09 0.08 0.08 0.09 0.13 0.13 0.14 0.13


Last place for stability: (Q)


(P)
The following is a DFT calculation (wB97M-V/def2-TZVPD) of C3H5NO3 in the gas phase.

Computed properties:
HOMO level, eV: -10.42
SMILES: O=C=NCCOO

```
! wB97M-V def2-TZVPD RIJCOSX def2/J DEFGRID3
* xyz 0 1
O 1.66 2.58 -2.56
C 0.97 1.85 -1.98
N 0.27 0.99 -1.55
C -0.59 0.48 -0.53
C 0.09 -0.49 0.47
O -0.87 -1.13 1.33
O -0.17 -1.69 2.42
H -1.39 -0.07 -1.04
H -1.05 1.30 0.04
H 0.79 0.08 1.10
H 0.66 -1.25 -0.08
H -0.37 -2.64 2.37
*
```

The molecule's Löwdin atomic charges, reported in e, are given here: 0.16 -0.34 0.13 -0.17 -0.18 -0.16 -0.03 0.12 0.13 0.12 0.12 0.10


(Q)
The following is a DFT calculation (wB97M-V/def2-TZVPD) of C3H5NO3 in the gas phase.

Computed properties:
HOMO level, eV: -9.19
SMILES: CNO[C@H]1OC1=O

```
! wB97M-V def2-TZVPD RIJCOSX def2/J DEFGRID3
* xyz 0 1
C -1.44 -0.69 0.24
N -0.55 0.38 0.61
O -0.15 1.41 -0.59
C 1.03 0.89 -0.91
O 2.05 0.98 0.17
C 1.39 -0.20 0.09
O 1.65 -1.34 0.32
H -2.36 -0.61 0.82
H -0.98 -1.67 0.41
H -1.67 -0.63 -0.82
H -0.35 0.54 1.60
H 1.38 0.94 -1.93
*
```

The molecule's Löwdin atomic charges, reported in e, are given here: -0.08 -0.01 0.04 -0.24 0.12 -0.51 0.10 0.08 0.09 0.10 0.15 0.16


(R)
The following is a DFT calculation (wB97M-V/def2-TZVPD) of C3H5NO3 in the gas phase.

Computed properties:
HOMO level, eV: -10.13
SMILES: NC(=O)COC=O

```
! wB97M-V def2-TZVPD RIJCOSX def2/J DEFGRID3
* xyz 0 1
N -1.48 -0.80 0.06
C -0.55 -0.35 0.97
O -0.20 -0.93 1.98
C 0.06 1.01 0.59
O 1.34 0.75 -0.03
C 1.34 0.07 -1.17
O 0.38 -0.21 -1.85
H -1.16 -0.73 -0.89
H -1.81 -1.72 0.30
H -0.57 1.63 -0.06
H 0.30 1.54 1.51
H 2.36 -0.24 -1.41
*
```

The molecule's Löwdin atomic charges, reported in e, are given here: 0.16 -0.50 0.08 -0.06 0.00 -0.32 0.06 0.06 0.11 0.13 0.13 0.15


Last place for stability: (Q)